Record 1
102
Properties=species:S:1:pos:R:3:forces:R:3 method="wB97M-V/def2-TZVPD" spin_multiplicity=1 smiles="CCOC(C)=O.CCOC(C)=O.CCOC(C)=O.CC(C)=O.CC(C)=O.CC(C)=O.CC(C)=O.CC(C)=O.CC(C)=O" homo_energy_ev=-9.7 relative_energy_kcal_mol=343.5 molar_mass_da=612.8 gap_ev=9.523
O -0.10318 3.10600 4.37839 -0.016 -0.503 -1.006
C 0.96782 3.18300 4.88939 1.789 -0.173 0.348
O 2.17082 2.53400 4.48839 -2.174 1.865 1.320
C 2.22282 2.08700 3.17339 1.630 2.738 -1.839
C 3.64782 1.74900 2.80339 1.166 0.178 1.339
C 1.20282 3.92800 6.16639 0.207 4.568 -1.098
H 1.72782 2.76600 2.41939 0.760 0.095 0.916
H 1.68882 1.27400 3.01139 -2.810 -4.167 -0.014
H 4.22182 2.66000 2.74639 0.172 0.513 -0.436
H 3.65582 1.31000 1.76039 0.387 -0.109 1.591
H 4.21982 1.27200 3.73839 -1.456 -0.063 -2.463
H 2.25882 4.52000 6.20139 -2.831 -1.402 -0.040
H 1.17382 3.21400 6.86739 0.686 -2.848 2.929
H 0.23682 4.53800 6.52539 2.342 -0.788 -1.458
O 1.17182 -2.87700 -2.65261 1.017 1.873 -1.394
C 0.43882 -3.67000 -2.17761 0.681 -2.233 2.268
O -0.86418 -3.71200 -2.29161 -2.111 -0.278 -0.595
C -1.51118 -2.79800 -3.20161 -0.194 0.609 -2.648
C -2.94718 -2.50700 -2.81761 -0.377 3.588 2.602
C 0.98982 -4.78100 -1.26161 1.631 8.054 1.612
H -1.68618 -3.24600 -4.27261 1.451 0.405 1.846
H -0.80918 -1.89100 -3.25561 -1.458 -1.121 -0.158
H -3.66718 -3.24400 -2.62161 -0.553 -1.906 -0.832
H -3.51218 -1.61300 -3.24461 1.219 -1.339 -0.718
H -3.00318 -2.07800 -1.80261 0.731 -0.016 0.295
H 0.62682 -4.75400 -0.25061 -0.138 1.000 0.774
H 2.04582 -4.69500 -1.26961 0.925 -0.136 -0.021
H 0.66582 -5.62000 -1.46661 -2.817 -8.451 -3.041
O -4.35318 4.89700 -3.70061 2.918 -2.592 2.570
C -3.49318 4.16200 -3.07261 -4.355 4.929 -5.393
O -3.87318 3.22000 -2.29161 0.887 -2.364 2.261
C -5.22718 2.87700 -2.02361 -1.708 -1.696 -1.993
C -5.45418 1.58700 -1.25261 3.156 -1.302 -1.992
C -2.02118 4.35600 -3.32461 -3.551 6.955 1.749
H -5.77318 2.74700 -2.95061 0.228 0.488 -0.561
H -5.76418 3.57500 -1.49561 -0.524 2.495 1.134
H -6.36718 1.46200 -0.76761 -1.634 0.562 0.784
H -4.65018 1.63800 -0.53861 0.207 -0.880 0.761
H -5.37618 0.65200 -1.91361 0.364 1.296 0.941
H -1.69818 3.48600 -3.51361 3.662 -6.435 -0.442
H -1.80018 4.97600 -2.43761 1.184 -1.060 0.032
H -1.77818 5.03400 -4.15861 -0.856 -0.394 0.148
C 0.59782 -0.18300 -0.39361 -0.465 1.557 -4.413
C -0.31218 1.02600 -0.42261 3.351 7.354 4.228
O 0.23882 2.25200 0.13539 -3.515 -7.597 -3.705
C -1.72518 1.04200 -0.96761 1.170 -3.155 1.363
H 0.27582 -0.80600 -1.23661 -0.495 -0.675 0.583
H 0.66782 -0.68500 0.49139 -0.022 -1.260 2.440
H 1.59482 0.02500 -0.80761 -0.005 0.676 0.818
H -2.00118 2.00100 -1.19561 -1.072 2.392 0.194
H -2.47118 0.38200 -0.38061 1.145 1.272 -0.534
H -1.66918 0.54800 -1.91261 0.037 -0.685 -0.941
C -1.95718 -3.06300 0.85939 -3.493 5.862 4.884
C -3.48918 -3.02500 0.79939 -4.677 6.002 -0.960
O -4.29918 -1.84400 0.62239 5.902 -7.197 0.853
C -4.22618 -4.33500 0.89239 -0.992 1.058 0.483
H -1.65818 -3.50000 1.81039 -0.567 0.079 0.758
H -1.54018 -2.00700 0.92339 -0.555 -1.271 -0.468
H -1.43018 -3.63600 0.30139 2.694 -3.672 -4.906
H -4.94618 -4.45000 1.72539 -1.938 2.148 -1.052
H -3.81318 -4.95200 1.64539 2.972 -2.294 -0.991
H -4.64918 -4.60200 -0.11361 0.635 -0.501 1.383
C -4.33118 0.37600 4.88639 -0.661 0.260 0.971
C -3.59218 -0.45100 3.88939 2.030 -3.950 -2.680
O -3.59218 -1.73600 3.76139 -0.521 5.090 1.392
C -2.75518 0.34600 2.86339 -0.590 1.273 2.276
H -4.92418 1.24100 4.44039 0.617 -1.406 0.308
H -3.68618 0.86700 5.65539 0.077 -0.423 -0.878
H -4.92318 -0.33700 5.46339 -0.532 0.375 -0.114
H -2.60418 1.37900 3.24439 0.549 -0.674 0.002
H -3.34218 0.54400 2.03039 -1.701 0.030 -1.691
H -1.87818 -0.07600 2.43339 0.840 -0.677 0.399
C 3.26782 -3.36500 1.94639 -4.624 0.559 1.095
C 4.37582 -2.51300 1.99039 4.573 6.767 3.894
O 5.00582 -2.08700 3.11939 -3.459 -3.133 -6.359
C 4.62782 -1.69200 0.69339 -4.071 -0.734 1.957
H 3.00382 -3.57300 2.97539 -0.323 -0.525 0.138
H 3.46382 -4.22700 1.41339 0.387 -2.023 -1.184
H 2.29382 -2.87100 1.41439 2.495 -0.874 1.136
H 5.54782 -1.79000 0.39739 5.373 -0.521 -1.660
H 4.46182 -0.67700 0.88239 0.124 1.718 1.072
H 3.97982 -1.78900 -0.16561 -0.484 -1.235 -0.074
C 3.82382 2.78500 -1.64661 2.905 -1.344 -1.407
C 4.28782 3.23900 -0.38361 4.611 0.196 7.235
O 5.33382 2.77900 0.29839 -5.163 2.176 -3.989
C 3.40482 4.33800 0.33839 -1.287 -1.640 -1.619
H 4.41882 1.92600 -1.99461 -0.105 0.242 0.173
H 4.01382 3.58600 -2.33361 -0.786 0.494 -0.692
H 2.86782 2.46700 -1.45161 -2.827 -0.309 -0.391
H 2.27382 4.16300 0.34939 1.617 -0.264 -0.095
H 3.50682 5.32400 -0.01761 0.211 1.163 -1.830
H 3.74882 4.58700 1.27839 0.759 -0.695 2.524
C 3.71882 -1.08200 -3.29561 -1.978 -2.471 2.000
C 3.98882 -2.23500 -4.22461 2.105 -5.058 -0.402
O 4.87182 -3.19400 -4.02761 -4.232 5.232 -0.679
C 3.04682 -2.33200 -5.47861 0.732 -3.567 0.552
H 4.09882 -0.19400 -3.61661 1.161 2.508 -1.366
H 4.18182 -1.26600 -2.31061 -0.235 -0.097 -0.429
H 2.58582 -0.93300 -3.15061 1.707 -0.419 -0.318
H 3.36082 -3.29900 -6.16461 -1.279 2.051 2.235
H 3.32682 -1.59400 -6.12261 0.872 2.598 -1.736
H 1.95082 -2.14600 -5.29761 1.163 -0.738 0.138



Record 2
16
Properties=species:S:1:pos:R:3:forces:R:3 method="wB97M-V/def2-TZVPD" spin_multiplicity=1 homo_energy_ev=-13.9 relative_energy_kcal_mol=108.4 charge=+1 molar_mass_da=88.1 gap_ev=9.992
C -1.14015 -0.99584 0.63048 -0.128 -0.301 -2.144
C 1.49003 -0.79706 -2.73592 1.370 -3.542 -2.028
C -1.10866 0.72638 2.27591 0.238 5.426 -2.706
N -0.60435 0.09880 1.06382 -2.070 -2.561 1.272
N 0.42317 0.63127 0.51103 2.804 1.297 -0.896
N 1.31520 0.11884 -1.94352 0.092 3.425 2.409
H -2.13297 -1.39501 0.83246 0.406 0.512 1.047
H -0.73493 -1.41905 -0.31140 0.092 0.383 0.835
H 1.80104 -1.85619 -2.42301 -1.011 1.420 0.324
H 1.49883 -0.78215 -3.81630 0.000 0.804 -0.446
H -0.28522 1.11983 2.89129 -0.457 -0.808 0.073
H -1.67848 1.71644 1.87194 1.373 -2.053 0.957
H 0.88081 0.10767 -0.39301 -0.288 1.491 1.021
H 0.84208 1.38748 1.09577 -0.179 -1.147 -1.117
H -1.86462 0.17416 2.65470 -1.788 -1.982 1.808
H 1.29822 1.16442 -2.20423 -0.454 -2.365 -0.410



Record 3
128
Properties=species:S:1:pos:R:3:forces:R:3 method="wB97M-V/def2-TZVPD" spin_multiplicity=1 homo_energy_ev="-0.2 / -1.4" relative_energy_kcal_mol=85.7 charge=-2 molar_mass_da=1113.6 gap_ev="3.333 / 4.520"
Na 1.70113 1.24142 -0.06558 0.681 -0.611 0.159
C 3.80859 -4.90118 -1.70288 0.059 0.038 0.040
S 5.24918 -3.93091 -1.22961 0.038 0.092 -0.057
C 4.59059 -2.30403 -1.01562 -0.091 0.042 0.009
S 2.90454 -1.93114 -1.47507 0.062 -0.099 0.081
N 5.38436 -1.45411 -0.51436 0.221 -0.042 -0.071
N 4.90045 -0.28704 -0.03769 -0.204 -0.003 -0.044
C 5.35789 0.80994 -0.47328 0.020 -0.036 0.037
C 4.98364 2.05608 0.23182 0.094 -0.028 -0.051
C 5.59979 3.25516 -0.10771 -0.019 0.031 0.005
C 5.29963 4.38506 0.63761 -0.015 -0.011 0.016
C 4.39123 4.27787 1.67615 0.015 -0.006 -0.045
C 3.80116 3.03991 1.91468 -0.026 0.017 0.025
N 4.09565 1.95278 1.22036 -0.060 0.066 -0.099
H 4.18567 -5.92004 -1.79906 -0.010 0.011 -0.012
H 3.40544 -4.56228 -2.65203 -0.034 0.020 -0.039
H 3.05295 -4.87967 -0.92046 -0.027 0.001 -0.016
H 6.05367 0.86017 -1.31220 0.012 0.014 0.012
H 6.30457 3.29055 -0.92917 -0.003 -0.003 -0.004
H 5.77101 5.33389 0.40935 -0.008 0.005 -0.006
H 4.12161 5.13448 2.27980 0.000 -0.006 0.014
H 3.05020 2.91561 2.68652 -0.019 -0.016 -0.020
C -0.48320 6.43682 -0.80919 0.018 0.011 0.006
N 0.63650 5.56149 -0.54048 0.034 0.040 -0.025
C 1.89787 6.26099 -0.39413 0.042 -0.022 0.027
P 0.66193 3.96136 -1.03878 -0.013 0.307 -0.052
O 1.92376 3.34002 -0.57546 -0.069 0.508 -0.151
N 0.57766 3.83380 -2.69695 -0.004 -0.042 -0.035
C 1.82621 3.76267 -3.44265 -0.005 -0.007 0.001
C -0.53195 4.35829 -3.46153 -0.002 0.008 0.000
N -0.81915 3.44053 -0.53957 0.138 -0.190 0.150
C -1.26832 3.72145 0.83233 -0.031 0.067 -0.052
C -1.32974 2.15331 -1.02012 -0.038 0.053 -0.050
H -0.34917 7.00618 -1.74005 -0.005 0.001 0.001
H -0.59274 7.15829 0.00766 0.002 -0.003 0.003
H -1.40580 5.86545 -0.88044 -0.001 -0.012 -0.006
H 2.12980 6.86891 -1.28079 0.004 -0.003 0.000
H 2.69882 5.54184 -0.23841 -0.026 0.004 0.010
H 1.85697 6.93168 0.47096 -0.012 0.005 -0.002
H 2.58365 3.26617 -2.84303 -0.010 -0.010 0.017
H 2.18507 4.76426 -3.72191 0.008 -0.001 -0.002
H 1.67659 3.18566 -4.35633 -0.021 -0.014 -0.026
H -1.43177 4.39507 -2.84979 0.000 -0.012 0.005
H -0.72821 3.71126 -4.32256 0.009 0.004 -0.006
H -0.32772 5.36779 -3.84665 -0.008 0.007 0.008
H -0.69332 4.53781 1.26270 -0.006 0.013 -0.023
H -1.13462 2.85013 1.47572 0.016 -0.029 0.011
H -2.32529 4.01237 0.80551 -0.003 -0.030 0.013
H -0.83316 1.85784 -1.94199 0.006 0.014 0.000
H -2.40770 2.23442 -1.19552 -0.003 -0.004 0.003
H -1.15712 1.37233 -0.27712 0.005 -0.009 0.003
C -4.91639 -2.54100 3.95734 -0.018 0.003 0.028
C -4.48950 -1.32390 3.12726 0.020 -0.038 -0.031
C -5.61491 -0.28134 3.20075 -0.038 0.011 -0.019
C -3.25301 -0.68704 3.76825 0.101 -0.021 0.059
C -4.20358 -1.74007 1.64392 0.055 0.052 -0.007
O -3.88917 -0.59179 0.85995 0.004 -0.029 0.040
C -5.41280 -2.44601 1.01117 -0.020 -0.023 -0.037
C -5.19539 -2.83188 -0.46521 -0.022 -0.028 -0.003
C -4.98289 -4.30798 -0.71546 -0.038 -0.020 -0.021
C -5.88083 -5.25264 -0.22103 -0.035 0.007 -0.013
C -5.72856 -6.60514 -0.48202 0.010 -0.004 0.002
C -4.65591 -7.02128 -1.25193 -0.002 -0.014 0.002
Cl -4.45389 -8.72371 -1.58735 -0.004 0.014 0.004
C -3.74389 -6.11149 -1.75336 -0.003 -0.011 0.012
C -3.91452 -4.76042 -1.48342 0.047 -0.005 -0.006
C -2.95548 -2.67944 1.55430 0.026 0.075 -0.046
N -1.86701 -2.17015 0.74970 -0.094 0.002 0.066
C -0.95144 -1.24339 1.05833 0.109 -0.058 -0.116
N -0.15875 -1.02234 0.02517 -0.155 0.026 0.210
C -0.66462 -1.85198 -0.91666 0.075 0.074 -0.131
N -1.70302 -2.56451 -0.53475 0.011 0.026 0.022
H -4.93383 -2.26560 5.01349 -0.003 0.000 0.003
H -4.21912 -3.37475 3.85419 0.004 -0.001 -0.004
H -5.91379 -2.89671 3.68904 0.019 0.012 0.009
H -5.82180 -0.06492 4.25010 -0.003 0.003 0.002
H -6.54937 -0.61744 2.74673 0.026 0.001 0.008
H -5.32199 0.67083 2.74937 -0.003 -0.002 0.002
H -3.52787 -0.22686 4.71908 -0.011 -0.026 0.023
H -2.81236 0.09642 3.15631 0.058 0.071 -0.070
H -2.46686 -1.40864 3.99831 -0.010 0.004 -0.036
H -4.54904 0.08479 1.03995 0.010 0.007 0.008
H -6.27237 -1.77795 1.09418 -0.005 -0.031 -0.035
H -5.65574 -3.33943 1.58945 0.005 0.017 0.014
H -4.35589 -2.26437 -0.86840 -0.001 -0.033 -0.027
H -6.07510 -2.53268 -1.04220 0.015 0.044 0.004
H -6.72707 -4.93009 0.37531 0.002 0.008 0.005
H -6.43081 -7.33058 -0.09436 -0.002 -0.001 -0.003
H -2.90025 -6.45401 -2.33669 -0.003 0.000 -0.007
H -3.18066 -4.04853 -1.83772 -0.024 -0.006 0.012
H -3.23152 -3.63129 1.10599 0.003 -0.025 0.034
H -2.56291 -2.88369 2.54679 0.004 0.005 0.009
H -0.91121 -0.75836 2.01899 0.059 0.090 0.118
H -0.25285 -1.93300 -1.91071 0.000 0.002 -0.006
O 5.11050 -0.48571 -4.32572 -0.007 -0.030 -0.006
S 3.89264 -1.23396 -4.16505 -0.022 0.007 0.109
O 3.97758 -2.66853 -4.22898 0.007 -0.068 -0.010
N 3.18285 -0.74965 -2.69921 0.004 0.116 -0.074
C 2.02902 0.12447 -2.95043 -0.026 -0.068 -0.174
O 1.42805 0.68125 -2.01673 0.068 -0.390 -0.838
C 1.73704 0.15665 -4.32738 -0.025 0.027 0.015
C 0.65334 0.82322 -4.96604 0.028 0.014 0.006
C 0.50659 0.71581 -6.32372 0.005 -0.004 -0.017
C 1.40593 -0.03366 -7.12200 -0.014 0.008 0.003
C 2.47583 -0.68703 -6.51560 -0.004 -0.006 0.034
C 2.62476 -0.58328 -5.15124 -0.026 0.024 -0.087
H -0.04622 1.38510 -4.35956 -0.006 0.009 -0.004
H -0.32849 1.21362 -6.80497 -0.001 0.000 0.003
H 1.26253 -0.09848 -8.19209 -0.006 0.003 0.001
H 3.17947 -1.26598 -7.10160 0.006 0.000 0.007
O -0.59789 1.34192 3.33550 -0.058 -0.019 -0.026
C 0.52260 1.10424 2.83912 -0.134 0.022 0.155
O 0.95872 1.56142 1.74880 -0.520 0.135 1.020
C 1.42902 0.13137 3.58124 -0.035 -0.001 -0.030
C 2.18418 -0.77951 2.84050 -0.026 0.036 0.023
C 2.93463 -1.71163 3.54441 -0.093 -0.206 -0.058
C 3.00994 -1.76047 4.91838 -0.022 0.036 0.069
C 2.26368 -0.82042 5.65451 0.019 -0.026 -0.109
C 1.45405 0.10991 4.96563 -0.021 -0.073 0.015
N 2.30615 -0.84075 7.03645 -0.018 0.019 0.074
O 3.02977 -1.71619 7.62227 0.023 -0.024 -0.002
O 1.61262 0.01097 7.68694 -0.013 0.017 0.008
N 3.66835 -2.73192 2.77011 0.367 0.609 -0.256
O 4.50038 -3.41271 3.33712 -0.079 -0.239 0.152
O 3.45915 -2.79707 1.56783 -0.250 -0.237 0.183
H 2.18401 -0.77560 1.76260 0.005 0.003 -0.014
H 3.60610 -2.49346 5.43525 -0.003 -0.006 0.001
H 0.84234 0.78976 5.53850 0.000 0.005 -0.014